(1)
{"formula": "C21H53F9N8O3P2S", "method": "wB97M-V/def2-TZVPD", "smiles": "CNCCOCCNCCC(F)(F)C(F)(F)S(F)(F)(F)(F)F.CN(C)P(=O)(N(C)C)N(C)C.CN(C)P(=O)(N(C)C)N(C)C", "charge": 0, "lumo_energy_ha": -0.00115, "gap_ev": 7.870, "total_energy_ha": -3475.2036, "species": ["C", "N", "C", "C", "O", "C", "C", "N", "C", "C", "C", "F", "F", "C", "F", "F", "S", "F", "F", "F", "F", "F", "H", "H", "H", "H", "H", "H", "H", "H", "H", "H", "H", "H", "H", "H", "H", "H", "H", "O", "P", "N", "C", "C", "N", "C", "C", "N", "C", "C", "H", "H", "H", "H", "H", "H", "H", "H", "H", "H", "H", "H", "H", "H", "H", "H", "H", "H", "O", "P", "N", "C", "C", "N", "C", "C", "N", "C", "C", "H", "H", "H", "H", "H", "H", "H", "H", "H", "H", "H", "H", "H", "H", "H", "H", "H", "H"], "xyz": [[-2.305, -0.337, -2.481], [-0.998, -0.356, -1.817], [-0.550, -1.727, -1.533], [-1.444, -2.479, -0.576], [-1.282, -2.114, 0.788], [-0.263, -2.843, 1.442], [-0.336, -2.505, 2.919], [-0.068, -1.066, 3.106], [-1.090, -0.337, 3.847], [-1.931, 0.577, 2.952], [-1.360, 1.955, 2.678], [-2.374, 2.649, 2.075], [-1.119, 2.604, 3.840], [-0.168, 2.029, 1.643], [-0.154, 0.915, 0.945], [-0.409, 3.003, 0.766], [1.577, 2.345, 2.350], [1.079, 3.693, 3.017], [1.263, 1.499, 3.650], [2.165, 1.053, 1.646], [1.982, 3.169, 1.049], [3.018, 2.638, 2.935], [-3.084, -0.428, -1.724], [-2.423, -1.189, -3.163], [-2.461, 0.612, -2.983], [-0.353, -0.005, -2.516], [0.486, -1.690, -1.199], [-0.560, -2.293, -2.479], [-2.501, -2.354, -0.805], [-1.256, -3.551, -0.696], [0.710, -2.512, 1.062], [-0.367, -3.922, 1.277], [-1.298, -2.810, 3.328], [0.489, -3.049, 3.385], [0.797, -1.001, 3.620], [-0.630, 0.282, 4.617], [-1.783, -0.993, 4.381], [-2.849, 0.802, 3.500], [-2.244, 0.099, 2.027], [2.263, 9.293, -1.726], [2.336, 8.628, -0.391], [2.018, 9.899, 0.720], [2.984, 10.937, 1.031], [0.661, 10.416, 0.587], [3.986, 8.036, -0.461], [5.084, 8.686, 0.226], [4.406, 7.624, -1.796], [1.848, 7.433, 0.678], [1.866, 7.518, 2.123], [1.728, 6.084, 0.136], [2.610, 11.530, 1.868], [3.195, 11.609, 0.188], [3.920, 10.516, 1.387], [-0.065, 9.668, 0.922], [0.417, 10.685, -0.448], [0.525, 11.301, 1.207], [5.263, 9.712, -0.129], [5.999, 8.113, 0.068], [4.933, 8.703, 1.307], [4.723, 8.468, -2.422], [3.602, 7.109, -2.319], [5.239, 6.921, -1.714], [2.837, 7.837, 2.510], [1.650, 6.533, 2.538], [1.102, 8.195, 2.507], [2.644, 5.507, 0.302], [1.540, 6.114, -0.939], [0.889, 5.551, 0.586], [-1.955, -6.026, -1.951], [-2.200, -7.473, -1.600], [-0.527, -7.902, -1.395], [0.412, -7.986, -2.498], [0.057, -7.280, -0.215], [-2.987, -7.992, -3.067], [-2.269, -8.587, -4.174], [-3.981, -7.044, -3.564], [-2.592, -8.884, -0.745], [-1.795, -10.090, -0.635], [-3.997, -9.045, -0.378], [1.347, -8.418, -2.135], [0.630, -7.017, -2.967], [0.067, -8.677, -3.262], [-0.377, -7.711, 0.695], [-0.109, -6.195, -0.190], [1.131, -7.457, -0.178], [-1.527, -7.907, -4.616], [-2.978, -8.864, -4.956], [-1.775, -9.517, -3.886], [-3.534, -6.222, -4.137], [-4.549, -6.604, -2.745], [-4.695, -7.566, -4.206], [-1.471, -10.464, -1.609], [-2.397, -10.870, -0.164], [-0.916, -9.951, -0.009], [-4.537, -9.646, -1.119], [-4.491, -8.074, -0.308], [-4.098, -9.518, 0.601]], "forces_ev_per_angstrom": [[0.0, -0.3, 0.7], [0.1, 0.0, -0.4], [-0.4, 0.3, -0.7], [0.2, -0.4, 0.4], [-0.3, -0.3, 0.0], [-0.2, 0.6, 0.0], [0.8, 0.4, -0.8], [-0.1, -0.5, 0.8], [-0.1, 0.4, -0.4], [-0.1, -0.1, 0.6], [-0.9, -0.3, -0.3], [0.1, 0.2, 0.0], [0.3, 0.0, 0.0], [-0.3, 0.1, 0.0], [0.2, -0.6, -0.1], [0.1, 0.7, 0.2], [0.6, 0.1, -1.0], [-0.2, -0.1, 0.3], [-0.1, 0.1, 0.2], [0.0, -0.2, 0.2], [0.0, 0.0, 0.0], [-0.1, 0.0, 0.1], [-0.1, 0.0, 0.0], [-0.1, 0.2, -0.3], [0.1, 0.0, -0.2], [0.2, 0.2, 0.3], [0.0, -0.1, 0.2], [0.1, -0.2, 0.1], [0.0, 0.2, -0.1], [0.1, 0.0, 0.0], [0.1, -0.2, 0.0], [-0.1, 0.0, 0.0], [0.0, 0.0, 0.1], [-0.3, -0.3, 0.3], [0.1, 0.2, -0.1], [0.1, 0.0, 0.0], [0.0, -0.2, -0.1], [0.0, 0.1, 0.0], [0.3, -0.1, -0.1], [-2.2, -1.7, -0.4], [3.9, 2.2, 2.3], [0.4, -0.2, 0.5], [0.2, 0.1, -0.1], [-0.3, -0.3, -0.2], [0.1, -0.1, -0.1], [0.0, 0.0, 0.3], [-0.1, 0.2, -0.2], [-2.1, -0.7, -1.9], [-0.2, 0.4, 0.3], [0.2, 0.0, -0.1], [-0.2, 0.1, -0.1], [0.0, 0.0, 0.0], [0.0, 0.0, -0.1], [0.0, 0.0, -0.1], [0.0, 0.1, 0.0], [0.1, 0.0, 0.1], [0.1, 0.0, 0.0], [0.0, 0.0, -0.1], [-0.1, 0.1, 0.0], [0.0, 0.0, 0.0], [0.0, 0.1, 0.0], [0.0, 0.0, 0.1], [0.0, 0.0, 0.0], [0.0, -0.1, -0.2], [0.1, 0.1, 0.0], [0.0, 0.0, 0.0], [0.0, 0.0, 0.0], [0.0, 0.0, 0.0], [-2.4, 0.7, 2.4], [4.5, -2.5, -4.1], [0.4, -0.7, -0.3], [-0.1, 0.2, -0.2], [-0.4, 0.1, 0.2], [-0.8, 0.2, 0.3], [0.2, -0.3, 0.1], [0.1, 0.3, 0.0], [-2.1, 1.8, 1.7], [0.5, 0.0, 0.2], [-0.1, -0.1, -0.2], [0.0, 0.2, 0.1], [0.0, 0.0, 0.0], [-0.1, 0.1, 0.0], [0.0, 0.1, 0.0], [0.1, 0.0, 0.0], [0.0, -0.1, -0.1], [0.0, 0.0, -0.1], [-0.1, 0.1, 0.0], [0.1, 0.1, 0.1], [0.0, 0.0, 0.0], [0.0, 0.0, 0.0], [0.1, -0.1, 0.0], [0.0, 0.1, 0.0], [-0.2, 0.1, 0.0], [0.0, 0.0, -0.1], [0.0, 0.0, 0.0], [0.0, 0.0, -0.1], [0.0, 0.0, 0.0]]}

=====

(2)
{"formula": "C21H53LiN4O9", "method": "wB97M-V/def2-TZVPD", "e_above_lowest_kj_mol": 552.08, "charge": 0, "lumo_energy_ha": -0.11086, "gap_ev": 4.722, "total_energy_ha": -1735.4078, "species": ["Li", "C", "C", "O", "O", "H", "H", "H", "C", "O", "N", "N", "H", "H", "H", "H", "C", "C", "C", "C", "C", "C", "N", "O", "C", "C", "C", "H", "H", "H", "H", "H", "H", "H", "H", "H", "H", "H", "H", "H", "H", "H", "H", "H", "H", "H", "C", "C", "C", "C", "C", "C", "N", "O", "C", "C", "C", "H", "H", "H", "H", "H", "H", "H", "H", "H", "H", "H", "H", "H", "H", "H", "H", "H", "H", "H", "O", "H", "H", "O", "H", "H", "O", "H", "H", "O", "H", "H"], "xyz": [[-19.824, -15.210, -11.823], [-17.932, -19.029, -16.063], [-18.279, -18.085, -14.868], [-17.895, -16.878, -14.962], [-19.164, -18.417, -14.051], [-18.511, -19.952, -16.076], [-16.951, -19.489, -15.952], [-18.015, -18.636, -17.077], [-24.259, -20.287, -10.244], [-24.971, -21.008, -9.565], [-24.695, -19.174, -10.738], [-23.014, -20.445, -10.458], [-25.688, -19.131, -10.919], [-24.033, -18.556, -11.186], [-22.510, -21.106, -9.883], [-22.595, -19.732, -11.037], [-19.440, -28.117, -18.430], [-20.175, -28.929, -17.344], [-19.259, -28.915, -16.041], [-19.460, -27.634, -15.170], [-20.985, -27.518, -14.770], [-21.948, -27.447, -15.964], [-21.538, -28.525, -17.029], [-22.360, -28.702, -18.112], [-23.379, -27.746, -15.527], [-21.894, -26.002, -16.666], [-20.223, -30.421, -17.869], [-18.669, -28.732, -18.894], [-18.928, -27.173, -18.243], [-20.058, -27.680, -19.214], [-19.307, -29.818, -15.433], [-18.230, -28.836, -16.394], [-19.248, -26.776, -15.809], [-18.744, -27.838, -14.373], [-21.002, -26.605, -14.174], [-21.367, -28.357, -14.190], [-23.535, -28.770, -15.187], [-23.826, -27.021, -14.845], [-24.057, -27.589, -16.366], [-21.110, -26.095, -17.417], [-22.694, -25.712, -17.347], [-21.549, -25.126, -16.117], [-20.880, -30.464, -18.737], [-20.701, -31.027, -17.099], [-19.245, -30.810, -18.152], [-22.896, -29.327, -17.618], [-14.728, -16.862, -23.345], [-13.954, -18.205, -22.921], [-13.782, -18.143, -21.325], [-13.498, -19.501, -20.689], [-14.407, -20.553, -21.270], [-14.522, -20.720, -22.768], [-14.770, -19.357, -23.408], [-15.159, -19.400, -24.747], [-13.348, -21.495, -23.370], [-15.771, -21.580, -23.069], [-12.579, -18.201, -23.579], [-14.246, -15.960, -22.970], [-15.785, -16.974, -23.101], [-14.596, -16.611, -24.397], [-12.930, -17.511, -21.074], [-14.644, -17.781, -20.764], [-13.609, -19.473, -19.605], [-12.489, -19.823, -20.947], [-15.360, -20.474, -20.748], [-14.042, -21.495, -20.862], [-12.466, -20.929, -23.073], [-13.253, -22.481, -22.914], [-13.354, -21.702, -24.440], [-15.681, -22.586, -22.660], [-16.788, -21.216, -22.922], [-15.823, -21.771, -24.141], [-11.945, -18.976, -23.149], [-12.032, -17.269, -23.435], [-12.590, -18.234, -24.669], [-16.085, -19.145, -24.746], [-17.617, -20.116, -9.957], [-17.457, -21.041, -10.144], [-18.030, -19.779, -10.752], [-14.101, -15.133, -16.009], [-15.042, -15.198, -15.849], [-13.802, -16.041, -16.062], [-14.515, -15.696, -11.778], [-15.155, -15.736, -12.488], [-13.817, -16.292, -12.050], [-20.354, -20.031, -20.778], [-20.359, -19.093, -20.585], [-19.440, -20.294, -20.664]], "forces_ev_per_angstrom": [[0.4, -0.5, -0.6], [0.3, -1.3, 0.7], [-1.7, 2.2, -1.4], [1.1, -0.5, 0.1], [0.2, -1.2, 0.8], [-0.7, 0.2, 0.4], [0.5, 0.6, 0.0], [0.1, 0.7, 0.4], [-3.2, -1.8, 2.9], [-0.3, -1.0, 0.2], [-2.2, 4.0, -2.1], [5.3, -1.1, -0.7], [0.3, 0.4, 0.0], [-0.8, 0.1, -0.2], [0.2, 0.2, -0.4], [0.8, -0.8, 0.3], [0.1, 0.9, -1.0], [1.4, -0.7, 0.8], [-0.5, 1.3, -1.0], [-1.8, -2.2, -1.2], [1.4, -0.1, -0.3], [0.4, 1.2, -2.3], [1.9, 0.8, 3.7], [-1.4, 0.3, 0.0], [-0.6, 0.2, -0.8], [1.2, -0.9, -0.9], [-0.7, 1.0, 0.3], [-0.1, -0.1, -0.1], [0.3, 0.0, 1.4], [-0.7, -0.9, -0.3], [-0.5, 0.0, -0.1], [0.1, -0.3, -0.2], [0.5, 0.2, 0.4], [-0.3, 1.0, 0.4], [-0.8, 0.0, 0.1], [0.5, -0.1, 0.4], [0.2, 0.0, 0.3], [0.7, 0.0, 0.6], [0.1, -0.3, -0.5], [0.4, -0.1, 0.0], [-0.7, -0.3, 0.6], [-0.5, -0.2, 0.7], [0.2, 0.0, -0.1], [0.2, -0.2, 0.1], [0.0, 0.1, 0.2], [-1.1, -0.4, -1.3], [1.1, -1.0, -0.3], [-0.7, 1.7, -0.8], [-0.1, -1.0, -0.5], [0.5, 0.0, -1.4], [-0.1, -0.8, 1.5], [-2.0, 0.6, -1.8], [-0.3, -0.7, 3.4], [1.1, 0.2, -0.2], [0.8, 0.3, 0.8], [-0.2, -0.6, -1.2], [0.7, 0.5, 0.1], [-0.2, -0.2, 1.1], [0.1, 0.4, 0.1], [-0.4, -0.8, -0.4], [-0.1, 0.4, -0.4], [-0.4, 0.5, -0.7], [0.1, 0.0, 0.0], [0.4, 0.2, 0.3], [-0.5, 0.3, -0.6], [0.1, -0.4, -0.2], [0.4, -0.3, -0.4], [-0.1, 0.0, 0.3], [-0.3, 0.6, 0.0], [0.0, 0.1, 0.5], [0.2, 0.6, 0.9], [0.4, 0.0, -0.3], [0.0, -0.1, -0.3], [-0.1, 0.3, 0.6], [-0.4, -0.7, 0.0], [-0.1, 0.1, 0.1], [0.0, 0.2, 0.3], [0.1, -0.2, 0.0], [-0.1, 0.1, -0.3], [0.2, 0.2, 0.0], [-0.4, -0.1, 0.0], [0.0, -0.2, 0.0], [-0.1, 0.2, 0.3], [-0.1, -0.1, -0.3], [0.2, -0.1, -0.1], [-0.2, -0.1, -0.1], [0.0, 0.2, 0.1], [0.2, -0.1, 0.0]]}